Computed, not measured: one molecule with the formula C3H4ClN3O at a distorted geometry, with ωB97M-V/def2-TZVPD.

The value obtained for the HOMO energy is -8.9 eV. The SMILES is Oc1[nH]nnc1CCl. The calculation puts the relative energy (zero: lowest compared OMol25 entry of this formula, charge and spin) at 76.7 kcal per mole. The total energy comes out at -22213.118 eV. As for the spin multiplicity: 1.

Cartesian coordinates (Å):
C  -0.945  0.171  0.055
C  0.495  0.235  0.065
C  1.477  -0.779  -0.297
H  -1.033  -1.536  -0.902
H  -2.310  1.443  1.072
H  2.464  -0.550  -0.310
H  1.391  -1.685  0.328
N  -1.365  1.334  0.585
N  -0.249  1.951  1.230
N  0.924  1.384  0.768
O  -1.775  -0.670  -0.705
Cl  0.926  -1.297  -1.890